No. 1
Molecular formula: C36H78O16P2
Method: DFT, ωB97M-V/def2-TZVPD

Atoms and positions in Å:
C -16.052 -19.732 16.294
C -14.942 -18.779 16.768
O -14.987 -17.629 15.905
P -13.709 -17.326 15.007
O -13.976 -16.241 14.067
O -13.195 -18.747 14.470
C -13.275 -18.904 13.036
C -14.245 -19.968 12.650
O -12.436 -17.033 15.900
C -12.168 -15.643 16.294
C -10.685 -15.293 16.121
H -17.063 -19.336 16.380
H -16.025 -19.849 15.174
H -15.985 -20.772 16.680
H -15.148 -18.387 17.758
H -13.984 -19.337 16.765
H -13.530 -17.960 12.577
H -12.301 -19.216 12.754
H -14.103 -20.035 11.552
H -13.961 -20.867 13.220
H -15.312 -19.776 12.751
H -12.737 -15.004 15.592
H -12.541 -15.531 17.305
H -10.571 -14.302 16.452
H -10.113 -15.915 16.760
H -10.338 -15.449 15.128
C -16.079 -21.125 6.448
C -15.496 -19.782 6.545
O -14.376 -19.743 5.655
P -14.671 -19.210 4.159
O -16.104 -19.147 3.789
O -13.856 -17.924 3.946
C -12.520 -17.723 4.613
C -11.534 -16.938 3.733
O -13.825 -20.249 3.261
C -14.326 -21.502 2.953
C -15.118 -21.486 1.671
H -16.574 -21.123 5.461
H -15.327 -21.921 6.477
H -16.736 -21.336 7.248
H -16.159 -18.995 6.292
H -15.071 -19.540 7.461
H -12.708 -17.261 5.620
H -12.141 -18.753 4.748
H -11.322 -17.598 2.900
H -11.790 -15.901 3.512
H -10.689 -16.746 4.369
H -13.469 -22.238 2.888
H -14.983 -21.837 3.805
H -15.451 -22.500 1.501
H -15.875 -20.702 1.757
H -14.439 -21.203 0.873
C -17.678 -13.684 12.292
C -16.682 -12.647 11.831
C -16.617 -11.275 12.402
O -15.797 -13.002 11.059
H -17.349 -14.042 13.255
H -17.649 -14.495 11.561
H -18.681 -13.273 12.435
H -17.442 -10.617 12.084
H -15.714 -10.715 12.119
H -16.605 -11.441 13.501
C -9.204 -13.439 9.138
C -9.833 -14.449 8.242
C -9.167 -14.584 6.932
O -10.762 -15.133 8.597
H -9.688 -12.429 8.988
H -8.145 -13.290 8.793
H -9.256 -13.757 10.183
H -8.317 -15.241 7.059
H -8.809 -13.637 6.508
H -9.941 -15.047 6.262
C -11.070 -13.213 4.260
C -11.632 -13.183 5.687
C -12.617 -14.305 5.952
O -11.337 -12.358 6.502
H -10.189 -12.575 4.124
H -11.766 -12.846 3.453
H -10.822 -14.248 4.097
H -13.371 -14.075 6.738
H -12.121 -15.224 6.340
H -13.136 -14.637 4.982
C -18.179 -16.305 6.856
C -16.761 -15.801 6.534
C -16.495 -15.489 5.079
O -15.838 -15.808 7.324
H -18.367 -16.130 7.918
H -18.139 -17.376 6.691
H -18.887 -15.769 6.215
H -16.008 -16.396 4.824
H -15.728 -14.721 5.011
H -17.400 -15.432 4.472
C -12.689 -12.023 14.089
C -12.664 -11.087 12.944
C -12.391 -11.785 11.657
O -12.924 -9.909 13.104
H -13.161 -12.977 14.002
H -12.977 -11.461 14.960
H -11.649 -12.255 14.274
H -13.338 -12.301 11.437
H -11.666 -12.530 11.843
H -12.093 -11.243 10.755
C -21.509 -15.140 9.736
C -21.611 -13.641 9.609
C -20.525 -13.052 8.783
O -22.450 -13.022 10.200
H -22.209 -15.614 10.407
H -20.545 -15.526 9.916
H -21.912 -15.577 8.795
H -19.735 -12.867 9.435
H -20.855 -12.089 8.389
H -20.126 -13.636 7.985
C -9.747 -20.466 7.316
C -10.605 -19.322 6.944
C -11.923 -19.232 7.659
O -10.145 -18.384 6.334
H -9.387 -20.264 8.337
H -8.764 -20.517 6.843
H -10.228 -21.456 7.215
H -11.828 -19.311 8.716
H -12.635 -19.985 7.309
H -12.431 -18.245 7.469
C -14.043 -16.049 9.945
C -14.993 -17.244 9.888
C -16.420 -17.109 10.328
O -14.530 -18.290 9.518
H -14.487 -15.254 9.290
H -13.044 -16.328 9.618
H -14.042 -15.759 11.008
H -16.945 -17.974 9.897
H -16.802 -16.170 10.055
H -16.411 -17.192 11.444

Output
* E_tot: -89938.132 eV
* SMILES: CCOP(=O)(OCC)OCC.CCOP(=O)(OCC)OCC.CC(C)=O.CC(C)=O.CC(C)=O.CC(C)=O.CC(C)=O.CC(C)=O.CC(C)=O.CC(C)=O
* E_LUMO: 0.5 eV
* orbital gap: 9.650 eV
* HOMO level: -9.2 eV

---

No. 2
Molecular formula: C22H44F5IrNO2PS2Sb
Method: DFT, ωB97M-V/def2-TZVPD

Atoms and positions in Å:
Ir 0.713 0.562 0.934
C -1.031 -4.933 0.663
C -0.645 -3.965 1.735
C -1.731 -3.588 2.704
C 0.723 -4.174 2.326
Sb -0.439 -1.851 0.365
C 0.610 -2.512 -1.501
C 1.803 -3.348 -1.051
C 1.090 -1.296 -2.283
C -0.366 -3.309 -2.359
C -2.495 -1.265 -0.199
C -3.279 -2.511 -0.603
C -2.383 -0.290 -1.368
C -3.127 -0.589 1.012
H -1.339 -5.847 1.192
H -0.203 -5.202 0.013
H -1.890 -4.618 0.077
H -1.832 -4.433 3.401
H -2.698 -3.459 2.223
H -1.487 -2.719 3.302
H 0.687 -5.139 2.852
H 0.995 -3.423 3.054
H 1.497 -4.262 1.568
H 2.440 -2.817 -0.344
H 2.414 -3.581 -1.930
H 1.506 -4.300 -0.614
H 1.823 -0.722 -1.730
H 0.275 -0.637 -2.584
H 1.581 -1.648 -3.198
H -0.782 -4.178 -1.855
H 0.186 -3.679 -3.230
H -1.179 -2.695 -2.737
H -2.822 -3.065 -1.419
H -4.263 -2.180 -0.952
H -3.455 -3.185 0.234
H -2.051 -0.780 -2.283
H -1.723 0.543 -1.150
H -3.373 0.136 -1.565
H -3.124 -1.221 1.901
H -4.172 -0.363 0.776
H -2.638 0.350 1.253
C -0.199 3.567 -3.673
C -1.478 3.537 -2.869
C -2.103 4.890 -2.636
O -1.253 2.846 -1.562
P -0.127 3.036 -0.517
S -0.831 2.241 1.214
S 1.475 1.843 -0.874
O 0.165 4.548 -0.511
C 1.199 5.405 0.148
C 1.025 5.350 1.645
C 2.589 5.060 -0.327
H -0.409 3.984 -4.658
H 0.213 2.566 -3.808
H 0.551 4.204 -3.198
H -2.199 2.874 -3.340
H -1.390 5.590 -2.202
H -2.967 4.811 -1.977
H -2.439 5.289 -3.593
H 0.923 6.388 -0.224
H 1.260 4.357 2.035
H 0.010 5.615 1.939
H 1.709 6.065 2.103
H 2.978 4.170 0.166
H 3.244 5.897 -0.082
H 2.622 4.917 -1.408
C 5.084 -0.588 1.062
C 3.645 -0.501 0.835
N 2.514 -0.480 0.653
H 5.503 -1.392 0.459
H 5.266 -0.789 2.117
H 5.553 0.355 0.784
F 1.229 1.740 3.322
C 1.132 0.452 2.920
F 2.303 -0.144 3.218
C 0.081 -0.218 3.851
F 0.212 0.217 5.092
F -1.168 0.036 3.431
F 0.263 -1.544 3.838

Output
* E_tot: -83023.983 eV
* ΔE to the lowest compared entry with this formula, charge and spin: 42.01 kJ/mol
* charge: +2
* E_LUMO (alpha / beta): -7.6 / -8.6 eV
* orbital gap (alpha / beta): 6.724 / 5.684 eV
* multiplicity: 2
* HOMO level (alpha / beta): -14.3 / -14.3 eV
* ⟨S²⟩: 0.764

---

No. 3
Molecular formula: CH6N2S2
Method: DFT, ωB97M-V/def2-TZVPD

Atoms and positions in Å:
H 2.740 -0.058 -2.986
N 2.430 -0.798 -2.362
C 1.352 -0.568 -1.750
N 0.965 -1.415 -0.715
H 0.665 0.261 -1.903
H 0.039 -1.817 -0.739
H 1.730 -1.990 -0.426
S -3.316 0.903 2.883
S -1.403 1.511 2.788
H -3.904 1.862 3.625
H -1.297 2.109 1.585

Output
* E_tot: -25784.450 eV
* ΔE to the lowest compared entry with this formula, charge and spin: 44.32 kJ/mol
* SMILES: [H]/N=C/N.SS
* E_LUMO: 0.4 eV
* orbital gap: 9.955 eV
* HOMO level: -9.5 eV

---

No. 4
Molecular formula: C5H7NO
Method: DFT, ωB97M-V/def2-TZVPD

Atoms and positions in Å:
O -0.947 -0.854 1.752
C 0.189 -1.156 1.476
C 0.979 -0.681 0.310
C 0.245 -0.438 -0.983
C -1.021 0.424 -0.849
C -0.133 1.418 -0.087
N 1.086 0.614 -0.364
H 0.724 -1.947 2.049
H 1.970 -1.126 0.271
H 0.502 -1.035 -1.857
H -1.915 0.058 -0.341
H -1.306 0.814 -1.826
H -0.368 1.501 0.972
H -0.005 2.411 -0.524

Output
* E_tot: -8833.293 eV
* ΔE to the lowest compared entry with this formula, charge and spin: 280.74 kJ/mol
* SMILES: O=C[C@H]1[C@H]2CCN21
* E_LUMO: 0.8 eV
* orbital gap: 10.320 eV
* HOMO level: -9.5 eV

---

What is the E_tot in the first record? -89938.132 eV

---

The highest E_tot belongs to which entry? C5H7NO